ORCA calculation (ωB97M-V/def2-TZVPD) on a structure of composition C7H15ClEuI2O2P at a distorted geometry.

XYZ file:
```
29
Properties=species:S:1:pos:R:3:forces:R:3
I 5.669330 1.094371 -1.131228 0.09 -0.86 0.08
I 5.276106 -1.614515 -1.065777 0.22 0.84 0.02
Eu 0.194669 -0.045985 0.658349 -0.74 -0.11 0.10
P -0.728791 0.024523 -2.470798 -2.15 0.15 -2.40
C 0.312533 0.057573 -3.944030 0.73 -0.02 0.65
C -1.793352 -1.406815 -2.740411 0.17 -0.68 0.93
H -2.534950 1.500648 -1.867188 0.11 0.03 -0.29
H -2.304895 1.350784 -3.651696 0.09 -0.07 0.05
H -1.198815 2.376910 -2.682385 -0.23 -0.11 -0.07
C -1.803688 1.461543 -2.684222 0.19 0.52 0.93
H -2.518323 -1.487190 -1.921149 0.11 -0.01 -0.30
H -2.299221 -1.262569 -3.700405 0.10 0.08 0.02
H -0.332679 0.063511 -4.824828 0.02 -0.01 0.06
H 0.946238 -0.837865 -3.925353 -0.02 0.24 -0.33
H -1.180685 -2.316531 -2.776101 -0.24 0.11 -0.08
H 0.928768 0.964050 -3.902325 -0.03 -0.23 -0.33
C 1.479947 0.153553 -1.450415 2.53 0.14 0.89
O 2.607645 0.215445 -1.614643 -1.62 -0.04 -0.57
Cl -2.377344 -0.146946 0.550236 0.65 0.01 -0.07
C -0.959033 0.640862 4.494380 0.34 0.23 0.13
C 0.339548 0.109409 3.967788 -0.30 -0.17 -0.28
C 1.179944 -0.723733 4.840971 0.75 0.41 0.09
O 0.722851 0.324764 2.787855 -0.52 -0.01 1.01
H -0.999256 0.528602 5.581870 -0.03 0.03 -0.28
H -1.812345 0.089162 4.069302 0.26 0.19 -0.11
H -1.034961 1.707311 4.244930 -0.18 -0.26 -0.10
H 1.031332 -1.781848 4.642902 -0.19 -0.22 -0.15
H 2.231600 -0.501179 4.636200 -0.08 -0.13 0.03
H 0.957817 -0.537839 5.878161 -0.03 -0.06 0.34
```
Positions in Å, forces in eV/Å.

The charge is +2. Its spin multiplicity is 7. The value obtained for the relative energy (zero: lowest compared OMol25 entry of this formula, charge and spin) is 68.9 kcal/mol. The molar mass comes out at 603.4 g/mol. For the HOMO-LUMO gap (spin up / spin down), the calculation gives 0.2264 / 0.1465 hartree. The HOMO energy (spin up / spin down) is -14.10 / -14.01 eV.

---

ORCA calculation (ωB97M-V/def2-TZVPD) on a cluster of 3 separate species, C7H15ClFNO9S2 in total at a distorted geometry.

XYZ file:
```
36
Properties=species:S:1:pos:R:3:forces:R:3
N 1.411787 1.465648 2.161839 -0.14 -0.16 -0.40
C 0.493788 0.433087 1.721541 0.01 -0.23 0.30
F 1.255479 -0.732050 1.504580 -0.30 0.58 0.15
C -0.597135 0.029248 2.774665 1.05 -0.64 0.56
O -1.622034 1.005366 2.940360 -0.11 -0.54 -1.18
C -2.321758 1.259739 1.741312 -0.91 0.11 0.50
Cl -2.094006 3.045545 1.366922 -0.01 -0.82 -0.26
H 0.933340 2.350532 2.317059 0.05 -0.24 -0.02
H 1.932780 1.193291 2.990799 -0.33 0.01 0.00
H 0.090686 0.726540 0.730290 -0.01 -0.13 0.71
H -0.065764 -0.028313 3.760704 -0.47 0.15 -0.77
H -0.985191 -1.009109 2.600682 0.11 0.98 -0.26
H -3.424137 1.137340 1.892284 0.96 0.25 0.11
H -2.038716 0.605282 0.888258 0.11 0.94 0.72
O -1.554560 -1.087292 -0.056053 -0.03 -0.89 -0.20
S -2.182582 -2.361750 -0.229914 -0.28 -0.37 -0.29
O -1.724896 -3.536820 0.433439 -0.11 0.86 -0.11
O -2.285567 -2.659507 -1.813943 0.02 0.51 0.66
C -3.654316 -2.858170 -2.180451 -0.44 -0.41 0.01
C -4.453395 -2.034688 -1.186557 -0.04 0.45 -0.44
O -3.764466 -2.193131 0.057478 0.63 -0.37 -0.10
H -3.881984 -3.922599 -2.087079 -0.02 0.04 -0.01
H -3.821539 -2.540997 -3.207957 0.25 0.07 0.05
H -5.483853 -2.372019 -1.098951 0.11 -0.08 0.25
H -4.439266 -0.973846 -1.450069 -0.04 -0.05 -0.04
O 6.241376 0.535693 -2.367960 -0.35 0.67 -0.18
S 5.197930 1.505383 -2.474701 -0.17 -0.07 0.21
O 5.225020 2.559520 -3.436761 0.13 -0.66 0.31
O 4.948258 2.141965 -1.009763 0.17 -0.57 -0.56
C 3.586895 1.933164 -0.618428 -0.52 0.23 0.03
C 3.160817 0.659652 -1.324101 0.16 -0.30 0.55
O 3.785971 0.727663 -2.610171 0.37 0.65 -0.06
H 2.999351 2.789743 -0.958877 -0.02 -0.04 0.02
H 3.510119 1.849208 0.463309 0.17 0.00 -0.06
H 2.080617 0.581552 -1.426480 0.08 0.04 -0.24
H 3.540950 -0.224871 -0.807304 -0.08 0.04 0.04
```
Positions in Å, forces in eV/Å.

As for the structure (SMILES): N[C@@H](F)COCCl.O=S1(=O)OCCO1.O=S1(=O)OCCO1. The molar mass comes out at 375.8 g/mol. For the HOMO-LUMO gap, the calculation gives 0.3719 hartree. The HOMO energy is -9.96 eV.